33
Properties=species:S:1:pos:R:3 method="wB97M-V/def2-TZVPD" de_lowest_kj_mol=9.0 smiles="CCCCCC/C(=N/O)c1ccccn1" e_homo_ev=-9.11 spin_multiplicity=1 max_force_ha_per_bohr=0.019 lumo_energy_ev=0.57
C -4.859 -0.034 -1.038
C -3.429 0.259 -0.598
C -2.691 -1.017 -0.198
C -1.219 -0.784 0.141
C -1.015 0.030 1.416
C 0.468 0.134 1.778
C 1.258 0.890 0.743
N 0.785 2.019 0.405
O 1.436 2.773 -0.571
H 0.844 3.526 -0.707
C 2.474 0.234 0.222
N 2.470 -1.099 0.267
C 3.512 -1.757 -0.194
C 4.639 -1.138 -0.718
C 4.660 0.247 -0.749
C 3.564 0.949 -0.278
H 3.555 2.025 -0.287
H 5.520 0.776 -1.136
H 5.470 -1.721 -1.082
H 3.442 -2.836 -0.137
H 0.570 0.653 2.734
H 0.901 -0.862 1.870
H -1.547 -0.450 2.241
H -1.413 1.036 1.287
H -0.726 -1.752 0.263
H -0.732 -0.273 -0.692
H -2.750 -1.727 -1.027
H -3.193 -1.470 0.660
H -2.890 0.744 -1.415
H -3.451 0.952 0.245
H -5.372 0.884 -1.316
H -4.865 -0.703 -1.896
H -5.416 -0.508 -0.233

35
Properties=species:S:1:pos:R:3 method="wB97M-V/def2-TZVPD" de_lowest_kj_mol=148.2 smiles="O=S1(=O)CCCC1.c1cc[nH]c1.c1cc[nH]c1" e_homo_ev=-7.72 spin_multiplicity=1 max_force_ha_per_bohr=0.055 lumo_energy_ev=0.56
C 1.585 -1.496 4.657
C 0.419 -2.486 4.775
C -0.704 -2.066 3.810
S 0.141 -1.459 2.359
O -0.402 -0.225 1.840
O 0.378 -2.544 1.400
C 1.707 -1.051 3.167
H 2.541 -1.931 4.948
H 1.419 -0.608 5.262
H 0.096 -2.570 5.818
H 0.805 -3.507 4.693
H -1.202 -1.223 4.287
H -1.377 -2.876 3.556
H 1.638 0.026 3.331
H 2.605 -1.211 2.584
N -0.454 -0.048 -2.787
C -0.132 -0.266 -1.487
C 0.947 -1.124 -1.457
C 1.276 -1.410 -2.818
C 0.422 -0.687 -3.623
H -1.255 0.513 -3.027
H -0.577 0.284 -0.675
H 1.557 -1.508 -0.660
H 2.040 -2.083 -3.170
H 0.215 -0.546 -4.672
N -1.030 3.048 -2.142
C -2.333 3.001 -2.578
C -2.328 3.373 -3.896
C -0.977 3.454 -4.318
C -0.190 3.198 -3.229
H -0.753 2.663 -1.254
H -3.093 2.799 -1.840
H -3.203 3.631 -4.472
H -0.656 3.851 -5.266
H 0.874 3.085 -3.118

35
Properties=species:S:1:pos:R:3 method="wB97M-V/def2-TZVPD" de_lowest_kj_mol=334.3 e_homo_ev=-9.28 spin_multiplicity=1 max_force_ha_per_bohr=0.078 lumo_energy_ev=-1.09
O 2.618 1.678 2.124
O 3.096 -0.525 -1.816
N 0.039 0.522 -0.122
O 4.353 0.791 0.294
C 2.102 1.191 1.076
C 2.374 -0.041 -0.952
C 0.601 1.072 0.953
C 0.903 -0.006 -1.124
C 0.371 -0.642 -2.281
N 2.926 0.642 0.120
C -1.511 -2.142 -2.763
C -1.235 -0.097 -4.080
C -1.944 -0.243 2.284
C 0.090 -0.128 3.689
C -0.272 1.694 1.996
C -1.080 -0.688 -2.672
C -0.932 0.693 2.943
H 4.526 1.229 1.145
H 1.108 -1.112 -2.955
H -2.537 -2.188 -3.132
H -0.849 -2.730 -3.426
H -1.477 -2.601 -1.768
H -2.295 -0.113 -4.411
H -0.649 -0.727 -4.769
H -0.946 0.951 -4.062
H -1.382 -0.982 1.710
H -2.537 -0.778 3.036
H -2.623 0.330 1.626
H 0.575 -0.816 2.995
H 0.871 0.536 4.067
H -0.358 -0.678 4.536
H 0.324 2.403 2.574
H -1.063 2.312 1.494
H -1.710 -0.119 -2.005
H -1.478 1.314 3.675

38
Properties=species:S:1:pos:R:3 method="wB97M-V/def2-TZVPD" smiles="O=P(O)(O)Pc1cccc2nccnc12.CCOCC" e_homo_ev=-8.23 spin_multiplicity=1 max_force_ha_per_bohr=0.144 lumo_energy_ev=-1.54
O -3.113 3.786 3.838
P -4.336 2.769 4.073
O -5.786 3.582 3.538
O -4.380 2.405 5.776
P -3.853 0.985 2.844
C -2.666 1.705 1.478
C -3.280 3.026 0.661
C -2.344 3.728 -0.488
C -0.862 3.087 -0.769
C -0.228 1.766 0.028
N 1.164 1.355 -0.360
C 1.578 0.187 0.491
C 0.669 -0.561 1.615
N -0.723 -0.120 1.968
C -1.156 1.077 1.172
H -5.587 4.148 2.715
H -4.121 3.282 6.231
H -3.146 -0.002 3.624
H -4.344 3.482 0.906
H -2.759 4.672 -1.065
H -0.172 3.617 -1.584
H 2.678 -0.238 0.318
H 1.126 -1.496 2.185
C 4.552 -3.658 -3.583
C 4.283 -2.715 -2.423
O 3.173 -1.849 -2.643
C 1.905 -2.474 -2.827
C 1.452 -3.284 -1.625
H 4.633 -3.103 -4.523
H 5.480 -4.213 -3.417
H 3.744 -4.387 -3.701
H 5.157 -2.069 -2.289
H 4.157 -3.265 -1.485
H 1.909 -3.083 -3.737
H 1.184 -1.668 -2.996
H 2.091 -4.157 -1.467
H 0.428 -3.641 -1.768
H 1.492 -2.679 -0.713

37
Properties=species:S:1:pos:R:3 method="wB97M-V/def2-TZVPD" de_lowest_kj_mol=1065.4 smiles="CCOC(=O)[C@@](CC)(CCC(=O)O)c1csc(N)n1" e_homo_ev=-8.24 spin_multiplicity=1 max_force_ha_per_bohr=0.387 lumo_energy_ev=0.02
C -0.083 -2.140 -2.585
C 0.082 -2.754 -1.278
H -0.689 -3.409 -1.164
H 0.971 -3.214 -1.116
O -0.314 -1.930 -0.433
C 0.599 -1.057 0.139
O 1.704 -1.227 -0.137
C 0.193 0.118 0.965
C -1.068 0.794 0.444
C -1.978 1.301 1.235
S -3.245 2.256 0.200
C -2.297 1.606 -1.270
N -1.105 0.697 -0.932
N -2.571 1.790 -2.410
H -3.279 2.411 -2.748
H -1.956 1.540 -3.027
H -2.123 1.249 2.355
C 1.307 1.088 1.318
H 2.346 0.723 1.507
H 1.034 1.887 2.143
C 1.592 1.917 -0.146
C 3.014 2.102 -0.183
O 3.718 3.162 -0.373
O 3.682 0.886 -0.313
H 3.120 0.247 -0.665
H 1.249 1.449 -0.917
H 1.254 2.751 0.001
C 0.019 -0.397 2.434
C -1.217 -1.628 2.632
H -0.856 -2.514 2.010
H -2.054 -1.069 2.084
H -1.328 -1.923 3.426
H -0.204 0.280 3.199
H 0.897 -1.155 2.755
H -1.120 -1.702 -2.806
H 0.709 -1.216 -2.762
H -0.001 -2.918 -3.586

33
Properties=species:S:1:pos:R:3 method="wB97M-V/def2-TZVPD" de_lowest_kj_mol=699.7 smiles="C1=C[C@H]([C@H]2CCCN2CC2CC2)N=C[NH+]=1" charge=+1 e_homo_ev="-12.16 / -12.43" spin_multiplicity=1 max_force_ha_per_bohr=0.063 lumo_energy_ev="-6.08 / -5.08"
C 1.375 0.204 1.729
C 1.909 -0.163 2.906
C 0.209 -1.602 3.259
C -1.514 2.114 1.007
C 0.275 -1.658 -2.543
C 1.051 -1.022 -3.657
C -1.716 0.532 1.212
C -1.032 2.179 -0.431
C 0.537 -0.804 1.097
C 1.018 -0.351 -2.310
C -0.796 -0.085 0.111
C 0.106 0.766 -2.067
N -0.153 -1.629 2.067
N 1.507 -1.135 3.662
N -0.687 0.858 -0.878
H -0.433 -1.911 3.983
H -2.545 2.498 1.157
H -0.706 2.452 1.789
H -0.888 -1.684 -2.587
H 0.678 -2.461 -1.838
H 2.139 -1.427 -3.814
H 0.505 -0.662 -4.519
H -1.487 0.298 2.249
H -2.792 0.293 1.034
H -1.801 2.543 -1.140
H -0.052 2.801 -0.446
H 0.945 -1.518 0.323
H 1.934 -0.520 -1.715
H -1.253 -1.009 -0.257
H -0.649 0.846 -2.825
H 0.683 1.701 -2.102
H 2.017 -1.416 4.452
H 1.618 0.972 1.091

35
Properties=species:S:1:pos:R:3 method="wB97M-V/def2-TZVPD" de_lowest_kj_mol=105.4 charge=+1 e_homo_ev=-11.85 spin_multiplicity=1 max_force_ha_per_bohr=0.041 lumo_energy_ev=-4.20
C 1.277 1.595 2.818
C -0.238 1.379 2.472
C -1.224 0.982 3.458
C -2.603 0.757 3.070
C -3.060 0.947 1.712
C -2.082 1.347 0.717
C -0.699 1.546 1.102
C 0.291 1.937 -0.049
N 0.659 0.679 -0.767
C -0.115 0.437 -1.906
N -0.553 1.465 -2.817
N -0.458 -0.793 -2.209
C -0.082 -1.993 -1.425
C 1.469 -2.225 -1.567
C 1.882 -3.724 -1.446
O 1.148 -4.634 -1.224
O 3.228 -4.004 -1.654
H 1.330 1.595 3.938
H 1.649 2.566 2.406
H 1.878 0.741 2.411
H -0.893 0.821 4.506
H -3.299 0.426 3.872
H -4.109 0.769 1.405
H -2.382 1.475 -0.347
H 1.229 2.385 0.370
H -0.168 2.723 -0.691
H 1.661 0.597 -0.944
H 0.207 1.573 -3.498
H -1.379 1.112 -3.309
H -1.019 -0.952 -3.049
H -0.583 -2.879 -1.902
H -0.419 -1.969 -0.365
H 1.995 -1.667 -0.749
H 1.781 -1.873 -2.582
H 3.677 -3.142 -1.759